A cluster of 11 separate species, C36H96F10N10O25PS10 in total at a distorted geometry. Source: the Open Molecules 2025 dataset; level of theory: ωB97M-V/def2-TZVPD.

Geometry as XYZ:
```
188
Properties=species:S:1:pos:R:3:forces:R:3
C 11.026 -3.252 -7.941 0.8 0.5 -0.4
C 12.308 -3.396 -8.798 -1.1 0.8 0.3
C 12.998 -2.026 -9.153 0.2 -0.6 -0.5
O 12.162 -1.127 -9.808 -0.8 0.6 -0.1
C 12.804 0.092 -10.245 -0.2 -0.2 -0.6
N 13.381 -4.355 -8.214 -0.7 0.5 -0.1
H 12.966 -5.253 -8.012 -0.4 -0.6 -0.5
H 14.120 -4.457 -8.895 0.3 -0.3 -0.3
H 13.822 -4.141 -7.331 0.1 1.0 0.4
H 10.297 -2.802 -8.615 -0.1 0.0 -0.1
H 11.196 -2.516 -7.155 0.0 -0.2 0.2
H 10.546 -4.152 -7.557 0.4 -0.2 -0.1
H 12.028 -3.895 -9.726 0.1 0.0 -0.1
H 13.755 -2.318 -9.881 0.8 0.1 0.1
H 13.427 -1.501 -8.299 0.3 -0.4 0.5
H 13.029 0.839 -9.483 0.0 -0.5 0.6
H 12.150 0.613 -10.944 -0.4 -0.4 0.1
H 13.706 -0.100 -10.826 0.2 -0.3 0.2
C 0.392 4.796 -8.397 0.5 -1.0 0.2
C 1.454 4.079 -7.548 0.5 -0.5 -1.1
C 2.097 2.799 -8.218 -1.3 0.5 0.8
O 3.141 2.339 -7.410 -0.5 2.9 0.7
C 3.712 1.204 -7.924 1.2 -1.7 0.4
N 2.652 5.016 -7.311 -0.4 0.4 0.6
H 3.086 5.459 -8.108 0.0 -0.4 -0.7
H 2.378 5.786 -6.718 -0.3 0.3 0.3
H 3.327 4.469 -6.796 0.6 -0.5 0.0
H -0.205 5.501 -7.818 0.3 0.2 -0.1
H -0.290 4.039 -8.783 -0.1 -0.1 0.0
H 0.888 5.221 -9.269 -0.2 0.3 0.0
H 1.138 3.940 -6.514 -0.2 -0.6 -0.2
H 2.459 3.026 -9.221 0.0 0.2 -0.3
H 1.379 1.985 -8.313 -0.6 0.3 -0.3
H 3.928 1.235 -8.992 -0.2 0.1 -0.1
H 3.077 0.348 -7.695 0.2 -0.3 -0.3
H 4.645 1.145 -7.362 0.2 -0.6 -0.2
C 8.651 -0.686 -11.190 -1.0 0.1 0.2
C 7.433 -0.968 -12.087 1.8 -0.3 0.1
C 6.438 0.203 -12.214 0.3 -1.5 0.8
O 5.282 -0.311 -12.769 0.7 -1.6 -1.4
C 4.216 0.579 -12.925 0.0 2.1 1.2
N 7.967 -1.366 -13.483 -1.6 0.7 0.2
H 8.592 -0.801 -14.039 0.1 1.3 0.3
H 8.386 -2.281 -13.568 -0.2 -1.0 0.8
H 7.082 -1.374 -13.970 -0.5 -0.3 -0.9
H 9.172 0.206 -11.538 0.3 -0.1 -0.1
H 9.296 -1.558 -11.085 0.2 0.1 -0.4
H 8.297 -0.486 -10.179 -0.2 0.0 0.0
H 6.963 -1.916 -11.822 -0.4 0.4 0.5
H 6.958 1.012 -12.728 -0.3 0.4 -0.5
H 6.210 0.526 -11.199 0.2 0.3 0.4
H 3.217 0.190 -13.123 0.6 -0.6 -0.4
H 4.483 1.403 -13.587 -0.2 -0.2 -0.7
H 4.169 1.069 -11.952 -0.6 0.3 0.4
C 11.663 -2.103 -17.710 0.3 -0.2 -1.2
C 11.385 -3.033 -16.553 0.1 0.2 1.4
C 12.455 -2.843 -15.397 -1.2 1.1 -0.3
O 13.647 -3.230 -15.962 1.7 -0.2 -0.5
C 14.839 -3.335 -15.161 -0.6 -0.6 0.0
N 9.966 -2.745 -16.067 1.1 -0.3 0.3
H 9.848 -1.774 -15.814 0.1 1.1 -0.8
H 9.249 -3.030 -16.718 -0.1 -0.1 -0.5
H 9.735 -3.162 -15.177 0.1 -1.3 0.5
H 11.592 -1.018 -17.626 0.1 0.1 1.3
H 10.969 -2.233 -18.540 0.0 -0.7 -0.1
H 12.676 -2.308 -18.057 -0.1 -0.1 -0.2
H 11.418 -4.099 -16.777 -0.2 0.1 -0.5
H 12.268 -3.336 -14.443 -0.5 -0.6 -0.1
H 12.423 -1.773 -15.192 0.3 0.4 0.2
H 14.671 -4.062 -14.366 -0.1 -0.1 0.2
H 15.227 -2.428 -14.699 -0.5 0.5 -0.2
H 15.635 -3.741 -15.785 -0.3 0.1 -0.2
C 10.054 6.696 -11.309 -1.0 0.2 0.2
C 8.580 6.639 -11.869 2.3 1.0 0.8
C 8.458 5.371 -12.663 -2.6 0.2 -0.7
O 7.082 5.318 -13.112 0.9 -0.7 0.7
C 6.754 4.067 -13.795 -0.7 0.8 -0.1
N 7.535 6.836 -10.723 0.3 -0.8 -1.7
H 7.588 6.179 -9.958 0.8 0.1 0.6
H 7.525 7.814 -10.473 0.1 0.2 0.6
H 6.625 6.614 -11.102 -0.6 0.0 -0.9
H 10.757 6.557 -12.129 -0.2 -0.4 0.0
H 10.161 5.925 -10.546 0.3 -0.2 -0.2
H 10.388 7.631 -10.859 -0.6 0.2 0.1
H 8.429 7.524 -12.487 -0.3 -0.2 -0.1
H 8.712 4.487 -12.079 0.2 -0.2 0.0
H 9.096 5.479 -13.540 0.4 -0.2 0.1
H 7.051 4.116 -14.843 0.5 -0.2 0.2
H 5.666 4.000 -13.817 0.0 0.1 0.2
H 7.140 3.201 -13.257 0.3 0.1 -0.1
C 7.869 -0.834 -6.522 0.9 -0.5 -0.6
C 8.877 -1.241 -5.469 -0.5 0.5 0.7
C 8.215 -1.929 -4.262 0.6 -0.2 0.5
C 7.337 -1.047 -3.319 0.7 -0.4 -0.1
P 6.418 -2.018 -2.060 0.9 0.7 -0.7
C 5.717 -0.753 -0.964 -0.3 -1.3 1.1
C 5.241 -1.413 0.374 -1.0 1.2 -0.1
C 4.249 -0.461 1.100 0.3 -1.3 0.3
C 4.828 0.823 1.675 -0.1 0.7 -0.4
C 5.186 -3.106 -2.901 0.0 1.5 -0.2
C 4.379 -4.005 -2.023 -0.3 -1.7 0.6
C 3.578 -5.159 -2.744 1.2 1.1 0.9
C 2.370 -4.638 -3.461 -0.3 -0.7 -0.1
C 7.614 -2.991 -1.040 -0.9 -0.4 0.0
C 8.678 -2.284 -0.163 -1.1 -0.2 -0.5
C 9.621 -3.259 0.587 1.0 0.9 -1.2
C 10.596 -3.987 -0.372 -0.8 0.1 0.0
H 7.037 -0.277 -6.090 -0.2 -0.3 -0.3
H 7.607 -1.761 -7.031 -0.9 0.1 0.2
H 8.327 -0.266 -7.333 0.1 0.5 0.2
H 9.443 -0.412 -5.046 -0.1 0.5 0.0
H 9.665 -1.879 -5.870 -0.3 -0.3 -0.1
H 9.101 -2.278 -3.731 -0.2 -0.2 0.7
H 7.675 -2.840 -4.518 -0.2 0.1 -0.5
H 6.757 -0.294 -3.852 -0.7 -0.5 -0.2
H 7.921 -0.392 -2.673 0.6 -0.1 0.1
H 4.863 -0.322 -1.486 -0.1 0.1 0.0
H 6.400 0.049 -0.684 0.3 -0.1 -0.5
H 6.033 -1.650 1.084 0.3 0.1 -0.3
H 4.694 -2.344 0.221 0.1 0.0 -0.3
H 3.776 -1.148 1.802 0.0 0.5 0.7
H 3.421 -0.222 0.432 0.1 0.2 -0.3
H 5.360 1.336 0.874 -0.2 0.3 -0.2
H 5.550 0.867 2.491 -0.1 -1.0 0.2
H 4.017 1.475 2.000 0.0 0.1 -0.1
H 5.752 -3.590 -3.697 0.0 -0.3 0.0
H 4.497 -2.435 -3.415 0.2 0.4 -0.3
H 3.635 -3.469 -1.433 0.1 0.3 0.0
H 5.094 -4.430 -1.319 -0.2 -0.5 0.3
H 3.311 -5.880 -1.972 0.1 -0.1 -0.1
H 4.232 -5.608 -3.491 0.1 -0.3 0.2
H 2.759 -4.066 -4.303 -0.8 0.2 -0.2
H 1.641 -4.137 -2.825 0.3 0.6 0.0
H 1.810 -5.516 -3.784 0.1 0.1 -0.7
H 7.951 -3.862 -1.603 0.3 0.3 -0.4
H 6.910 -3.457 -0.350 -0.2 -0.1 0.3
H 8.082 -1.694 0.533 0.3 0.0 0.4
H 9.196 -1.529 -0.754 0.5 -0.2 -0.1
H 9.101 -3.968 1.232 -0.1 0.3 0.0
H 10.270 -2.580 1.140 -0.2 -0.3 0.8
H 11.142 -4.794 0.118 -0.1 0.0 0.0
H 11.331 -3.297 -0.787 -0.1 0.1 0.0
H 10.010 -4.393 -1.197 0.3 -0.3 -0.1
N 9.448 -0.040 -15.478 -3.6 1.1 -3.6
S 10.410 1.018 -15.010 8.2 3.1 4.9
O 10.018 2.224 -14.294 -0.6 -1.6 -1.1
O 11.650 1.136 -15.767 -2.0 -0.2 0.5
F 10.850 0.045 -13.787 0.4 0.0 0.6
S 8.775 0.939 -16.684 -4.1 0.2 -5.7
O 9.571 1.095 -17.938 -1.6 -0.7 4.1
O 7.933 2.038 -16.230 2.2 -1.5 0.0
F 7.602 -0.112 -17.099 1.4 0.1 0.4
N 4.507 -4.175 -8.534 2.2 2.8 -2.3
S 5.023 -3.773 -7.158 -1.2 -0.4 8.3
O 4.513 -2.527 -6.542 1.0 -1.4 -1.3
O 6.363 -4.122 -6.690 -0.8 0.2 -1.0
F 4.123 -4.856 -6.369 0.2 -0.1 -0.1
S 5.366 -2.897 -9.260 0.5 0.7 -4.5
O 6.839 -3.020 -9.290 -2.3 0.6 0.9
O 4.762 -1.568 -9.143 1.2 -2.4 -0.2
F 5.072 -3.389 -10.749 -0.4 0.4 0.5
N 8.982 -3.921 -13.724 -2.4 -1.5 -1.4
S 9.702 -4.846 -12.773 6.5 -1.8 8.3
O 10.661 -5.811 -13.310 -2.0 1.4 0.0
O 9.014 -5.160 -11.531 0.6 0.1 -2.0
F 10.741 -3.716 -12.130 -0.1 0.2 -0.9
S 7.998 -5.212 -14.236 -5.4 -0.6 -4.4
O 7.425 -6.223 -13.351 1.9 2.5 -1.6
O 8.426 -5.553 -15.573 0.3 0.0 1.5
F 6.729 -4.247 -14.594 1.0 -0.4 0.8
N -0.173 2.747 -14.938 0.3 5.5 0.3
S 0.862 4.096 -15.034 -1.1 5.0 0.0
O 0.395 5.208 -15.887 0.6 -2.9 0.8
O 2.313 4.017 -14.898 -1.8 -0.9 0.0
F 0.429 4.697 -13.621 0.0 -0.4 0.5
S 0.795 1.770 -15.505 4.8 -8.4 -2.7
O 1.576 1.078 -14.434 -1.0 1.7 -2.6
O 1.476 2.054 -16.824 -1.8 -0.3 3.6
F -0.249 0.589 -15.903 0.4 1.0 0.1
N -0.779 -0.063 -11.344 5.1 -1.1 -1.0
S 0.756 -0.484 -10.781 1.8 -2.5 -4.3
O 0.853 -1.821 -10.268 -0.3 1.0 1.4
O 1.639 0.541 -10.306 -0.4 0.3 0.4
F 1.279 -0.791 -12.221 0.6 0.6 -0.9
S -1.331 -0.028 -9.962 -9.6 -0.9 3.1
O -0.918 1.076 -9.180 1.6 1.0 2.2
O -1.832 -1.259 -9.342 2.0 1.7 -0.3
F -2.753 0.547 -10.452 -0.5 0.3 -0.1
```
Forces are in eV/Å.

Energy = -9178.8360 Eh
Energy relative to the best compared isomer or geometry (same formula, charge and spin) = 103.61 kcal per mole
Net charge = +1
Gap between HOMO and LUMO = 4.9 eV